# C33H34BClN8O5Tc

C33H34BClN8O5Tc as an isolated structure in a non-equilibrium geometry (ωB97M-V/def2-TZVPD, OMol25).

Geometry (Å):
Tc  0.46  -0.29  -0.06
C  -3.21  0.00  2.27
C  -1.96  0.28  1.76
N  -1.44  -0.44  0.76
C  -2.21  -1.42  0.23
C  -3.43  -1.73  0.82
N  -3.93  -1.03  1.82
C  -1.66  -2.01  -0.99
C  -2.27  -2.97  -1.78
C  -1.68  -3.37  -2.99
C  -0.47  -2.75  -3.34
C  0.12  -1.84  -2.49
N  -0.47  -1.48  -1.33
C  1.43  -1.19  -2.68
C  2.20  -1.25  -3.83
N  3.37  -0.63  -3.93
C  3.81  0.02  -2.86
C  3.07  0.08  -1.69
N  1.85  -0.48  -1.61
C  -2.30  -4.39  -3.85
C  -3.55  -4.93  -3.56
C  -4.07  -5.93  -4.37
N  -3.42  -6.41  -5.42
C  -2.24  -5.89  -5.73
C  -1.64  -4.89  -4.98
H  -3.66  0.59  3.06
H  -1.35  1.08  2.16
H  -4.03  -2.57  0.48
H  -3.19  -3.40  -1.44
H  0.02  -2.99  -4.27
H  1.87  -1.79  -4.70
H  4.78  0.49  -2.93
H  3.45  0.58  -0.82
H  -4.15  -4.57  -2.73
H  -5.03  -6.38  -4.15
H  -1.75  -6.30  -6.61
H  -0.67  -4.54  -5.29
C  1.92  4.68  4.19
C  0.66  3.89  3.87
C  -0.58  4.74  4.13
O  0.71  3.59  2.44
B  0.99  2.29  2.30
O  1.03  1.57  3.45
C  0.61  2.46  4.54
C  1.56  2.26  5.71
C  -0.79  2.01  4.96
H  1.91  5.60  3.61
H  2.82  4.12  3.93
H  1.96  4.94  5.25
H  -0.45  5.70  3.64
H  -0.72  4.91  5.19
H  -1.47  4.27  3.72
H  2.60  2.44  5.42
H  1.47  1.24  6.08
H  1.30  2.94  6.52
H  -1.52  2.15  4.17
H  -1.12  2.55  5.85
H  -0.74  0.94  5.20
C  2.06  -4.33  1.82
N  2.68  -3.19  2.48
C  2.27  -1.93  2.30
N  2.96  -0.95  2.95
O  1.29  -1.69  1.56
H  2.28  -5.23  2.40
H  2.44  -4.47  0.81
H  0.99  -4.19  1.78
H  3.48  -3.37  3.06
H  3.63  -1.22  3.65
H  2.42  -0.13  3.17
Cl  6.24  6.10  0.88
C  4.89  5.07  0.63
C  3.87  5.47  -0.23
C  2.79  4.64  -0.44
C  2.70  3.42  0.23
C  3.73  3.03  1.10
C  4.82  3.85  1.29
C  1.60  2.50  -0.02
O  1.01  2.31  -1.05
O  1.24  1.67  1.06
H  3.94  6.42  -0.74
H  1.99  4.93  -1.11
H  3.69  2.07  1.60
H  5.63  3.55  1.95

Output
LUMO level (spin up / spin down) (eV): -6.4 / -7.0
Orbital gap (spin up / spin down) (eV): 7.1495 / 6.2800
Total charge: +2
Energy above the lowest of the compared OMol25 structures with the same formula, charge and spin (eV): 0.726
Multiplicity: 4
E_HOMO (spin up / spin down) (Ha): -0.499 / -0.488

=====

# C5H8KO5

C5H8KO5 as an isolated structure in a non-equilibrium geometry (ωB97M-V/def2-TZVPD, OMol25).

Geometry (Å):
C  -0.59  2.98  2.91
C  -1.39  1.82  3.20
O  -0.99  0.88  3.88
H  -1.10  3.88  2.54
H  -2.42  1.82  2.79
H  0.32  3.13  3.49
C  1.62  4.34  0.13
C  1.12  2.92  0.07
O  2.61  4.49  1.12
H  0.75  5.00  0.33
H  2.00  4.65  -0.86
H  0.04  2.93  -0.08
H  1.61  2.31  0.85
H  3.04  5.34  1.02
O  1.66  2.30  -1.25
C  1.43  1.03  -1.58
O  0.53  0.38  -1.00
O  2.12  0.55  -2.51
K  0.69  -2.00  -2.99

Output
LUMO level (spin up / spin down) (eV): -0.9 / -1.1
Orbital gap (spin up / spin down) (eV): 6.8254 / 6.5976
Energy above the lowest of the compared OMol25 structures with the same formula, charge and spin (eV): 1.148
Multiplicity: 2
E_HOMO (spin up / spin down) (Ha): -0.284 / -0.284

=====

# C4H6N2

One molecule with the formula C4H6N2 (ωB97M-V/def2-TZVPD, OMol25).

Geometry (Å):
C  -1.66  -0.23  -0.07
N  -0.24  0.02  0.04
C  0.78  -0.85  -0.25
C  1.94  -0.14  -0.05
N  1.65  1.14  0.35
C  0.34  1.20  0.40
H  -1.85  -0.90  -0.92
H  -2.08  -0.69  0.83
H  -2.18  0.72  -0.26
H  0.60  -1.87  -0.55
H  2.96  -0.47  -0.20
H  -0.25  2.06  0.68

Output
LUMO level (eV): 0.9
Orbital gap (eV): 9.6396
Energy above the lowest of the compared OMol25 structures with the same formula, charge and spin (eV): 0.336
Multiplicity: 1
E_HOMO (Ha): -0.322

=====

# C38H35N5O3P2Se2Ti

C38H35N5O3P2Se2Ti as an isolated structure in a non-equilibrium geometry (ωB97M-V/def2-TZVPD, OMol25).

Geometry (Å):
Ti  0.08  0.09  0.07
Se  -4.54  -4.50  2.34
P  -4.09  -2.74  3.40
C  -5.50  -1.61  3.52
C  -6.18  -1.39  4.71
C  -7.30  -0.57  4.72
C  -7.74  0.03  3.56
C  -7.06  -0.19  2.36
C  -5.95  -1.02  2.34
C  -3.50  -3.01  5.10
C  -3.45  -4.31  5.59
C  -3.01  -4.54  6.89
C  -2.62  -3.48  7.69
C  -2.67  -2.18  7.20
C  -3.11  -1.95  5.91
C  -2.84  -1.69  2.63
C  -2.01  -1.80  1.52
N  -1.33  -0.62  1.46
N  -1.72  0.15  2.47
N  -2.62  -0.48  3.18
P  -1.67  -3.02  0.25
Se  -0.06  -2.27  -1.01
C  -3.16  -3.08  -0.78
C  -3.66  -1.81  -1.07
C  -4.78  -1.66  -1.88
C  -5.40  -2.79  -2.41
C  -4.89  -4.05  -2.14
C  -3.78  -4.20  -1.33
C  -1.09  -4.50  1.12
C  -1.40  -5.82  0.84
C  -0.83  -6.85  1.58
C  0.06  -6.56  2.60
C  0.38  -5.24  2.88
C  -0.18  -4.21  2.14
H  -5.85  -1.86  5.63
H  -7.83  -0.40  5.65
H  -8.61  0.67  3.57
H  -7.40  0.27  1.45
H  -5.43  -1.20  1.41
H  -3.75  -5.13  4.95
H  -2.97  -5.56  7.27
H  -2.28  -3.67  8.70
H  -2.36  -1.35  7.82
H  -3.13  -0.93  5.52
H  -3.18  -0.92  -0.68
H  -5.16  -0.67  -2.09
H  -6.28  -2.67  -3.04
H  -5.37  -4.92  -2.56
H  -3.42  -5.19  -1.15
H  -2.10  -6.08  0.07
H  -1.09  -7.87  1.35
H  0.50  -7.36  3.18
H  1.07  -5.00  3.68
H  0.09  -3.19  2.36
O  1.31  1.49  -3.43
C  0.77  1.30  -2.36
O  1.26  0.54  -1.38
C  -0.52  1.92  -1.97
C  -1.00  3.04  -2.61
C  -2.14  3.68  -2.14
C  -2.75  3.14  -0.98
C  -2.24  2.04  -0.36
N  -1.10  1.39  -0.81
H  -0.46  3.39  -3.48
H  -2.53  4.56  -2.62
H  -3.64  3.60  -0.56
H  -2.69  1.63  0.53
O  1.18  0.78  1.44
C  1.61  1.86  1.91
C  1.19  3.17  1.37
C  2.22  3.49  0.26
C  3.71  3.24  0.60
C  4.10  1.76  0.77
C  3.86  1.21  2.18
N  2.65  1.84  2.76
H  1.21  3.93  2.16
H  0.18  3.14  0.95
H  2.08  4.53  -0.03
H  1.97  2.88  -0.62
H  4.00  3.82  1.48
H  4.29  3.66  -0.22
H  5.15  1.62  0.51
H  3.52  1.16  0.05
H  4.69  1.44  2.86
H  3.73  0.13  2.18
H  2.85  2.77  3.10

Output
LUMO level (spin up / spin down) (eV): -0.1 / 0.0
Orbital gap (spin up / spin down) (eV): 5.1451 / 7.9678
Energy above the lowest of the compared OMol25 structures with the same formula, charge and spin (eV): 1.244
Multiplicity: 3
E_HOMO (spin up / spin down) (Ha): -0.192 / -0.294

=====

# C29H51Cl2IrN4O4Si

C29H51Cl2IrN4O4Si as an isolated structure in a non-equilibrium geometry (ωB97M-V/def2-TZVPD, OMol25).

Geometry (Å):
C  1.47  4.65  -6.52
C  2.90  4.93  -6.87
H  0.89  5.58  -6.48
H  1.40  4.16  -5.54
H  0.99  3.98  -7.26
C  3.34  6.07  -7.44
C  2.45  7.15  -7.95
H  4.41  6.23  -7.55
H  1.63  7.38  -7.25
H  2.02  6.89  -8.92
H  3.04  8.07  -8.09
Ir  -0.25  -0.13  -0.40
Cl  -0.14  0.97  -2.43
C  2.49  -0.68  -1.51
O  1.81  -0.62  -0.44
N  3.79  -1.01  -1.52
C  4.68  -0.61  -0.44
C  4.40  -1.64  -2.69
H  2.06  -0.44  -2.50
H  4.10  -0.45  0.48
H  5.23  0.31  -0.70
H  5.41  -1.42  -0.30
H  3.63  -2.20  -3.24
H  5.18  -2.34  -2.35
H  4.86  -0.91  -3.37
H  1.63  -2.38  4.11
H  -0.65  -4.09  4.27
C  0.83  -1.63  4.09
C  -1.16  -3.12  4.15
N  -0.34  -2.17  3.40
H  1.18  -0.73  3.58
C  -0.52  -1.95  2.10
O  0.02  -0.96  1.53
H  -2.10  -3.28  3.61
H  -1.14  -2.70  1.57
H  0.54  -1.40  5.12
H  -1.37  -2.72  5.15
H  -2.04  4.36  -0.27
H  0.57  3.87  -1.38
C  -1.51  4.32  0.69
C  0.76  4.16  -0.33
N  -0.25  3.59  0.55
H  -2.13  3.81  1.43
C  -0.16  2.34  0.97
O  0.70  1.51  0.52
H  1.76  3.82  -0.03
H  -0.90  2.02  1.72
H  -1.30  5.34  1.02
H  0.70  5.24  -0.25
O  4.10  4.05  -5.02
C  3.88  3.86  -6.42
C  6.29  4.62  -6.78
C  5.20  3.85  -7.18
H  6.21  5.22  -5.86
C  7.46  4.62  -7.55
H  3.39  2.89  -6.58
C  5.28  3.04  -8.32
H  8.31  5.21  -7.22
C  7.51  3.86  -8.73
C  6.42  3.07  -9.12
H  4.41  2.42  -8.56
H  8.40  3.90  -9.36
H  6.46  2.46  -10.03
Si  4.48  3.11  -3.70
Cl  -2.31  0.94  -0.22
C  5.52  4.17  -2.57
C  5.43  1.60  -4.27
C  2.84  2.69  -2.90
H  6.34  4.66  -3.12
H  5.95  3.56  -1.77
H  4.90  4.96  -2.11
H  2.25  3.61  -2.78
H  2.96  2.23  -1.91
H  2.25  2.00  -3.52
H  6.28  1.89  -4.91
H  4.80  0.92  -4.85
H  5.83  1.05  -3.41
C  0.24  -2.41  -2.92
C  -0.94  -2.61  -2.06
C  -1.84  -3.69  -2.22
C  -2.84  -3.52  -1.27
C  -2.55  -2.34  -0.54
C  -3.41  -1.87  0.56
N  -1.35  -1.83  -1.02
H  0.12  -3.05  -3.80
H  1.16  -2.72  -2.41
H  0.32  -1.37  -3.26
H  -1.69  -4.48  -2.95
H  -3.69  -4.16  -1.07
H  -3.32  -2.51  1.45
H  -3.21  -0.83  0.84
H  -4.45  -1.95  0.23

Output
LUMO level (spin up / spin down) (eV): 0.3 / -0.6
Orbital gap (spin up / spin down) (eV): 6.1085 / 5.5383
Energy above the lowest of the compared OMol25 structures with the same formula, charge and spin (eV): 0.000
Multiplicity: 5
E_HOMO (spin up / spin down) (Ha): -0.213 / -0.226

=====

# C29H48BrN3P2STi

C29H48BrN3P2STi as an isolated structure in a non-equilibrium geometry (ωB97M-V/def2-TZVPD, OMol25).

Geometry (Å):
N  5.23  -0.70  5.44
C  4.33  -1.68  5.36
C  3.28  -1.64  4.43
C  3.22  -0.57  3.50
C  4.10  0.49  3.67
C  5.11  0.37  4.66
C  2.38  -0.73  2.26
Ti  0.93  -0.22  0.98
P  -0.54  0.77  -3.87
C  2.88  -0.54  0.92
C  2.41  -1.56  -0.08
C  1.68  -1.12  -1.21
C  1.34  -2.10  -2.18
C  1.42  -3.49  -1.95
C  1.97  -3.90  -0.71
C  2.47  -2.95  0.19
Br  0.56  -4.65  -3.08
H  1.67  -1.57  2.43
H  3.68  0.16  0.68
H  2.60  -2.48  4.38
H  4.11  1.37  3.03
H  4.44  -2.53  6.04
H  5.84  1.18  4.80
H  1.55  0.00  -1.39
H  2.94  -3.25  1.13
H  0.97  -1.79  -3.14
H  1.95  -4.96  -0.44
P  -0.28  1.90  1.49
C  0.49  -0.47  -4.71
C  0.74  -0.22  -6.19
H  0.02  -1.46  -4.60
H  1.48  -0.45  -4.23
H  1.32  -1.06  -6.60
H  -0.20  -0.17  -6.75
H  1.32  0.69  -6.34
C  0.65  1.92  -3.16
C  0.75  3.12  -4.10
H  1.61  1.42  -3.04
H  0.32  2.23  -2.16
H  1.48  3.84  -3.72
H  1.07  2.81  -5.10
H  -0.22  3.62  -4.20
C  -1.70  0.10  -2.64
C  -3.10  0.14  -3.30
H  -1.70  0.73  -1.73
H  -1.39  -0.91  -2.36
H  -3.91  0.09  -2.57
H  -3.20  1.08  -3.87
H  -3.24  -0.69  -4.01
C  -2.10  1.72  1.28
C  -2.98  2.82  1.87
H  -2.37  0.73  1.67
H  -2.25  1.67  0.19
H  -2.99  2.82  2.97
H  -2.71  3.83  1.52
H  -4.01  2.63  1.55
C  0.10  3.32  0.40
C  1.53  3.82  0.56
H  -0.64  4.10  0.68
H  -0.11  3.01  -0.64
H  1.67  4.32  1.52
H  2.29  3.02  0.47
H  1.75  4.56  -0.23
C  -0.12  2.63  3.16
C  -0.15  1.59  4.27
H  -0.96  3.34  3.26
H  0.81  3.23  3.19
H  0.75  0.94  4.26
H  -0.17  2.10  5.25
H  -1.04  0.93  4.21
S  -0.64  -1.63  2.01
C  -2.12  -2.13  1.19
N  -2.12  -3.12  0.29
C  -3.33  -3.57  -0.41
C  -4.32  -2.43  -0.48
C  -4.56  -1.91  0.91
N  -3.27  -1.51  1.49
H  -1.23  -3.58  0.15
H  -3.78  -4.41  0.14
H  -3.03  -3.93  -1.39
H  -5.27  -2.78  -0.91
H  -3.94  -1.64  -1.14
H  -5.02  -2.68  1.54
H  -5.22  -1.04  0.91
H  -3.25  -0.97  2.35

Output
LUMO level (spin up / spin down) (eV): -5.2 / -9.0
Orbital gap (spin up / spin down) (eV): 6.6419 / 2.8675
Total charge: +2
Multiplicity: 3
E_HOMO (spin up / spin down) (Ha): -0.436 / -0.435

=====

> Which of these has the lowest multiplicity?

C4H6N2